The following is a DFT calculation (ωB97M-V/def2-TZVPD) of a single C2H2N2O4S molecule.

Each line ends with the natural charge from an NBO analysis.
Geometry (Å):
C 0.65400 2.43692 -1.02380  0.00
C -0.35096 -0.74225 -0.25951  0.45
N 0.17495 3.23214 -1.67313  -0.25
N -0.00258 -1.56945 0.98891  0.49
O -0.64638 -1.18778 1.92934  -0.37
O 0.86101 -2.42397 0.97961  -0.34
O -1.26251 0.10880 0.11849  -0.69
O 0.79103 -0.15774 -0.80926  -0.63
S 1.47243 1.26045 -0.09003  0.59
H -0.51951 -1.47959 -1.18389  0.22
H -1.17149 0.52247 1.02326  0.53

Force components x, y, z for each atom (eV/Å):
1.27 -2.05 1.52
1.19 -1.42 -2.27
-1.08 1.75 -1.31
0.94 -0.21 -0.01
0.17 -0.79 1.75
-0.72 0.50 -0.30
-2.13 1.81 -0.31
1.86 1.37 0.44
-0.97 -1.09 -0.63
-0.77 1.31 2.37
0.24 -1.19 -1.26

Summary:
* M: 150.12 u
* HOMO: -10.75 eV
* energy relative to the best compared isomer or geometry (same formula, charge and spin): 1.193 eV

The following is a DFT calculation (ωB97M-V/def2-TZVPD) of 2 unconnected molecules or ions with the total composition C4H12N2O2.

Each line ends with the natural charge from an NBO analysis.
Geometry (Å):
N 0.94063 -1.85524 1.58950  -0.87
C 1.92739 -1.98044 0.63535  0.88
O 2.85101 -2.74265 0.73910  -0.62
O 1.77815 -1.21305 -0.44916  -0.72
H 0.96788 -2.58307 2.27648  0.40
H 0.01788 -1.59413 1.28292  0.38
H 1.06464 -0.53929 -0.38044  0.51
C -0.20818 2.03421 0.27448  -0.41
N -0.32915 0.67869 -0.25959  -0.46
C -1.56632 0.07336 0.19520  -0.43
C -0.31052 0.71414 -1.71927  -0.43
H -0.23385 2.01581 1.36551  0.21
H -1.03668 2.66056 -0.07276  0.17
H 0.74993 2.45996 -0.02189  0.21
H -1.66933 -0.90308 -0.27457  0.20
H -1.57860 -0.04340 1.27716  0.20
H -2.44691 0.65602 -0.10946  0.18
H -0.41871 -0.29431 -2.11846  0.21
H 0.62401 1.13194 -2.09157  0.21
H -1.12329 1.32397 -2.13853  0.18

Force components x, y, z for each atom (eV/Å):
-0.16 0.24 0.01
-0.16 -0.30 -0.29
0.21 0.02 0.17
0.15 0.17 -0.38
0.02 -0.18 0.18
0.09 0.07 0.01
-0.03 -0.03 0.59
0.23 -0.26 0.23
0.04 0.22 -0.19
-0.20 -0.16 -0.25
-0.17 0.11 -0.31
-0.01 -0.10 -0.05
0.02 0.16 -0.09
-0.09 0.08 -0.10
-0.03 -0.19 0.07
0.04 0.08 0.07
-0.02 0.10 0.08
0.06 -0.03 0.02
0.10 -0.04 0.14
-0.09 0.03 0.11

Summary:
* SMILES: NC(=O)O.CN(C)C
* M: 120.15 u
* HOMO: -9.79 eV
* energy relative to the best compared isomer or geometry (same formula, charge and spin): 0.868 eV

The following is a DFT calculation (ωB97M-V/def2-TZVPD) of 7 unconnected molecules or ions with the total composition C39H39B2F6O4.

Each line ends with the Löwdin charge.
Geometry (Å):
C 8.59070 2.30840 1.43396  -0.08
O 8.34417 1.06762 2.09731  -0.01
B 7.38062 0.29235 1.44230  -0.60
O 7.72778 -0.93236 0.93811  0.18
C 5.92167 0.81920 1.27027  -0.26
C 4.95073 0.70779 2.48208  -0.21
O 3.78743 1.24875 1.93741  -0.12
B 3.87461 1.07006 0.43615  -0.60
O 5.12044 0.23991 0.26463  -0.09
H 8.58400 2.19690 0.35104  0.10
H 9.53506 2.71167 1.78179  0.08
H 7.81182 3.02628 1.68289  0.09
H 8.65456 -1.13395 1.14393  0.10
H 5.87587 1.90227 1.04850  0.12
H 5.39496 1.28947 3.30198  0.11
H 4.75472 -0.32958 2.77504  0.11
H 2.87635 0.61844 -0.05507  0.04
H 4.07849 2.13336 -0.19471  0.06
F 2.14486 0.55497 -2.09899  0.07
C 1.50422 -0.32481 -2.86222  -0.29
C 1.90558 -0.53134 -4.17010  -0.02
C 1.22782 -1.46688 -4.93960  -0.10
C 0.16255 -2.17843 -4.40062  -0.11
C -0.22458 -1.95705 -3.08484  -0.10
C 0.44998 -1.02582 -2.30898  -0.02
H 2.73625 0.03466 -4.56985  0.12
H 1.53397 -1.64340 -5.96287  0.10
H -0.36375 -2.90585 -5.00559  0.09
H -1.05419 -2.50837 -2.66312  0.10
H 0.17398 -0.83994 -1.27928  0.12
F -0.95558 -5.75582 1.24449  0.03
C -0.07243 -4.75816 1.48994  -0.30
C -0.06067 -4.16665 2.73616  -0.03
C 0.84755 -3.14601 2.98486  -0.08
C 1.72044 -2.72827 1.98993  -0.07
C 1.68865 -3.33612 0.74276  -0.07
C 0.78863 -4.36163 0.48725  -0.03
H -0.75453 -4.50166 3.49638  0.11
H 0.87252 -2.67465 3.95821  0.10
H 2.42373 -1.92834 2.18221  0.11
H 2.36473 -3.00476 -0.03417  0.11
H 0.75223 -4.85014 -0.47796  0.11
F -3.15495 -0.75785 -3.21211  0.05
C -3.43424 0.47303 -2.73809  -0.28
C -2.56331 1.50763 -3.01729  -0.01
C -2.85297 2.77354 -2.53102  -0.07
C -3.99661 2.98606 -1.77070  -0.09
C -4.85468 1.93016 -1.50075  -0.09
C -4.57766 0.66190 -1.98957  -0.03
H -1.67279 1.31667 -3.60242  0.12
H -2.18274 3.59541 -2.74354  0.11
H -4.21562 3.96981 -1.39469  0.08
H -5.74448 2.09301 -0.90703  0.09
H -5.23642 -0.17327 -1.79628  0.11
F -7.38771 0.83650 -2.79142  0.06
C -8.04947 -0.05110 -3.55519  -0.28
C -7.63602 -0.25019 -4.85719  -0.01
C -8.31550 -1.16974 -5.64190  -0.08
C -9.39749 -1.86750 -5.12206  -0.10
C -9.79865 -1.64930 -3.81148  -0.09
C -9.11907 -0.73806 -3.01646  -0.02
H -6.79385 0.30849 -5.24344  0.12
H -7.99877 -1.34212 -6.66162  0.10
H -9.92668 -2.58180 -5.73876  0.10
H -10.64318 -2.18993 -3.40565  0.10
H -9.41027 -0.55900 -1.98996  0.12
F 9.24032 -0.71719 6.89113  0.05
C 8.90987 -1.77213 6.11755  -0.29
C 8.75959 -3.01158 6.70620  -0.03
C 8.41577 -4.09389 5.90852  -0.09
C 8.23791 -3.92577 4.54224  -0.09
C 8.39893 -2.67114 3.96864  -0.06
C 8.73092 -1.58443 4.76228  0.00
H 8.90969 -3.12224 7.77218  0.11
H 8.28642 -5.07064 6.35580  0.10
H 7.97259 -4.77291 3.92365  0.10
H 8.26717 -2.53302 2.90488  0.09
H 8.85299 -0.59702 4.33232  0.12
F -4.74795 4.64802 0.59082  0.05
C -6.00369 5.05512 0.84877  -0.28
C -6.32840 6.38536 0.67250  -0.01
C -7.62624 6.79833 0.93437  -0.09
C -8.57429 5.88472 1.37447  -0.10
C -8.22525 4.55269 1.54904  -0.08
C -6.93204 4.12916 1.28099  -0.02
H -5.57243 7.08193 0.33539  0.12
H -7.89758 7.83607 0.79459  0.10
H -9.58476 6.21162 1.58114  0.10
H -8.96151 3.84005 1.89565  0.10
H -6.64075 3.09439 1.40395  0.12

Force components x, y, z for each atom (eV/Å):
-0.49 0.14 0.51
0.46 -0.24 -0.45
-0.67 -0.01 -0.19
0.58 -0.22 0.47
-0.79 -0.57 -0.17
0.63 0.79 -0.65
-0.33 0.14 0.26
0.26 0.09 -0.38
-0.04 -0.13 -0.24
0.22 -0.04 -0.11
0.26 -0.10 -0.05
-0.11 0.11 0.03
-0.23 0.16 -0.16
0.59 0.20 0.35
-0.51 0.03 0.35
0.47 -0.22 0.18
-0.18 -0.60 0.38
0.04 0.34 0.34
-0.08 0.12 -0.51
-0.03 -0.10 0.04
0.09 0.07 -0.12
-0.11 -0.01 0.13
0.00 -0.05 -0.06
0.13 0.04 -0.10
-0.22 -0.13 0.16
0.02 0.00 0.05
0.01 0.02 -0.01
0.00 0.00 0.00
0.00 0.01 0.02
0.05 0.02 0.01
-0.04 -0.05 -0.01
0.17 0.21 0.05
-0.14 -0.07 0.16
0.03 -0.04 -0.15
0.12 0.12 0.08
-0.03 0.01 0.04
-0.02 -0.09 -0.17
0.00 -0.02 -0.02
-0.02 0.01 0.01
-0.02 0.05 -0.06
0.01 0.03 0.00
-0.03 0.00 0.00
-0.08 -0.07 -0.03
0.00 0.25 0.09
0.19 -0.01 -0.14
-0.15 -0.10 0.04
0.07 -0.06 -0.18
0.15 0.06 -0.03
-0.01 -0.18 0.07
0.00 -0.05 0.03
0.03 -0.02 0.01
0.01 0.05 -0.01
-0.03 -0.01 -0.03
0.03 -0.02 0.00
-0.17 0.03 0.01
-0.09 -0.14 -0.14
0.17 0.10 -0.10
-0.09 -0.02 0.10
-0.03 -0.04 -0.05
0.07 0.02 -0.09
-0.06 0.03 0.18
0.02 0.00 0.05
0.02 0.02 -0.01
0.00 0.00 0.00
0.01 -0.01 0.02
0.02 0.03 -0.01
0.02 0.02 0.03
-0.09 -0.23 -0.15
0.03 -0.03 0.21
0.01 0.08 -0.12
0.00 -0.08 -0.04
0.05 -0.13 0.16
0.10 0.36 -0.13
-0.01 0.03 0.00
0.01 0.00 0.02
-0.01 0.01 0.00
-0.12 0.00 0.01
-0.03 0.00 0.02
-0.06 0.11 0.20
-0.19 0.06 0.06
0.12 0.14 -0.08
-0.03 -0.13 0.04
-0.06 0.03 0.01
0.03 0.11 -0.04
0.03 -0.20 0.03
0.02 -0.03 -0.01
0.02 0.01 0.00
0.00 0.00 0.00
0.01 -0.02 -0.01
0.04 0.02 0.01

Summary:
* total charge: -1
* M: 707.35 u
* HOMO: -3.57 eV